Entry 1:
C29H32KN3O2P2S as an isolated structure, computed with ωB97M-V/def2-TZVPD.

```
70
C29H32KN3O2P2S | the OMol25 dataset | ωB97M-V/def2-TZVPD
K -1.69 -3.16 -1.80
C 2.39 2.50 4.12
S 3.59 2.31 2.77
C 2.44 2.22 1.37
C 1.72 0.89 1.25
C 0.65 0.97 0.15
N 0.06 -0.30 -0.30
P 0.74 -1.25 -1.54
C 2.52 -1.23 -1.04
C 2.96 -2.27 -0.22
C 4.25 -2.29 0.29
C 5.13 -1.27 -0.03
C 4.71 -0.24 -0.87
C 3.42 -0.22 -1.37
C 0.88 -0.23 -3.05
C 0.25 0.99 -3.25
C 0.37 1.64 -4.46
C 1.13 1.10 -5.48
C 1.77 -0.12 -5.29
C 1.64 -0.79 -4.09
P -1.29 -1.11 0.37
C -0.82 -1.10 2.17
C 0.09 -2.09 2.56
C 0.56 -2.16 3.86
C 0.10 -1.26 4.80
C -0.82 -0.28 4.44
C -1.28 -0.20 3.13
C -2.74 0.01 0.53
C -2.88 1.34 0.16
C -4.10 1.98 0.33
C -5.19 1.31 0.87
C -5.05 -0.02 1.26
C -3.84 -0.65 1.08
H 2.97 2.63 5.04
H 1.77 1.62 4.20
H 1.78 3.39 3.94
H 3.05 2.41 0.49
H 1.73 3.05 1.47
H 1.26 0.62 2.20
H 2.44 0.11 1.01
H 1.10 1.45 -0.72
H -0.15 1.63 0.50
H 2.27 -3.07 0.03
H 4.57 -3.10 0.93
H 6.14 -1.26 0.36
H 5.40 0.56 -1.12
H 3.11 0.59 -2.02
H -0.39 1.40 -2.48
H -0.14 2.58 -4.61
H 1.23 1.61 -6.43
H 2.36 -0.56 -6.09
H 2.13 -1.74 -3.93
H 0.43 -2.79 1.81
H 1.27 -2.93 4.13
H 0.45 -1.31 5.83
H -1.18 0.42 5.18
H -1.99 0.57 2.86
H -2.07 1.88 -0.30
H -4.21 3.01 0.01
H -6.14 1.82 1.00
H -5.89 -0.55 1.69
H -3.72 -1.69 1.38
N -4.55 -1.98 -2.13
N -4.15 -0.79 -2.78
C -2.85 -0.27 -2.57
O -2.71 0.92 -2.86
O -1.98 -1.09 -2.12
H -5.34 -2.35 -2.64
H -4.85 -1.79 -1.18
H -4.82 -0.04 -2.80
```



Entry 2:
64
Properties=species:S:1:pos:R:3 method="wB97M-V/def2-TZVPD" total_charge=+1
C -4.31 -4.77 1.99
O -4.18 -4.41 0.63
C -2.91 -4.01 0.25
C -2.78 -3.37 -0.99
C -1.58 -2.89 -1.42
C -0.42 -3.02 -0.63
C 0.79 -2.46 -1.12
C 1.97 -2.17 -0.41
C 3.13 -1.81 -1.14
C 4.30 -1.56 -0.48
C 4.38 -1.67 0.93
O 5.68 -1.52 1.39
C 6.54 -1.39 0.25
C 5.65 -1.20 -0.99
C 3.23 -1.94 1.66
C 2.05 -2.18 1.01
C -0.54 -3.74 0.59
C -1.75 -4.21 1.01
H -5.37 -4.93 2.21
H -3.76 -5.69 2.19
H -3.94 -3.96 2.62
H -3.67 -3.24 -1.58
H -1.52 -2.38 -2.36
H 0.79 -2.19 -2.16
H 3.11 -1.75 -2.21
H 7.23 -0.57 0.42
H 7.12 -2.32 0.19
H 5.94 -1.83 -1.84
H 5.65 -0.15 -1.33
H 3.29 -1.95 2.73
H 1.16 -2.32 1.59
H 0.35 -3.99 1.15
H -1.80 -4.77 1.93
C -4.44 -0.40 -2.43
C -4.51 -0.43 -1.05
C -3.63 0.31 -0.30
C -2.66 1.12 -0.91
C -1.80 1.95 -0.10
C -0.77 2.70 -0.57
N -0.07 3.66 0.15
C 0.87 4.52 -0.60
C 1.95 5.14 0.29
C 1.32 5.85 1.49
C 0.44 4.88 2.29
C -0.63 4.24 1.40
C -2.61 1.13 -2.31
C -3.49 0.38 -3.06
H -5.14 -0.97 -3.02
H -5.25 -1.04 -0.56
H -3.68 0.29 0.77
H -2.04 1.99 0.94
H -0.49 2.60 -1.60
H 1.33 3.92 -1.40
H 0.29 5.30 -1.11
H 2.62 4.35 0.64
H 2.58 5.83 -0.29
H 2.09 6.31 2.13
H 0.69 6.68 1.13
H 1.07 4.09 2.72
H -0.02 5.39 3.15
H -1.39 4.97 1.12
H -1.15 3.45 1.96
H -1.88 1.75 -2.82
H -3.45 0.41 -4.13



Entry 3:
C29H33BeNO2PS4Sb as an isolated structure, computed with ωB97M-V/def2-TZVPD.

```
72
C29H33BeNO2PS4Sb | the OMol25 dataset | ωB97M-V/def2-TZVPD
Be -0.64 -0.47 -0.32
S -0.33 -0.22 2.67
C 1.03 -0.79 1.74
C 2.26 -1.10 2.34
C 3.32 -1.52 1.57
C 3.15 -1.65 0.19
C 1.93 -1.34 -0.34
N 0.89 -0.92 0.40
H 2.34 -0.97 3.41
H 4.27 -1.75 2.03
H 3.96 -1.98 -0.45
H 1.73 -1.42 -1.40
C -3.72 -5.10 -2.79
C -2.67 -4.95 -1.71
C -3.25 -4.98 -0.31
O -1.86 -3.76 -1.93
P -2.20 -2.25 -1.59
S -0.79 -1.10 -2.41
S -2.20 -1.77 0.34
O -3.61 -2.13 -2.29
C -4.66 -1.12 -2.18
C -4.11 0.29 -2.23
C -5.51 -1.39 -0.96
H -4.13 -6.12 -2.75
H -3.29 -4.94 -3.77
H -4.54 -4.40 -2.65
H -1.94 -5.75 -1.81
H -4.02 -4.22 -0.18
H -2.49 -4.82 0.45
H -3.71 -5.96 -0.14
H -5.25 -1.31 -3.07
H -3.56 0.53 -1.32
H -4.95 0.99 -2.31
H -3.45 0.43 -3.08
H -4.96 -1.20 -0.04
H -5.87 -2.42 -0.95
H -6.38 -0.73 -0.99
S -0.74 1.61 -0.51
Sb -0.35 2.38 1.64
C -0.40 4.48 1.21
C 0.19 4.97 0.04
C 0.21 6.33 -0.23
C -0.35 7.22 0.67
C -0.94 6.75 1.84
C -0.96 5.39 2.11
C 1.67 2.35 2.27
C 2.63 2.42 1.27
C 3.98 2.36 1.61
C 4.36 2.24 2.94
C 3.39 2.17 3.94
C 2.04 2.21 3.60
C -2.06 2.37 2.87
C -3.25 2.71 2.23
C -4.44 2.69 2.95
C -4.43 2.35 4.30
C -3.24 2.02 4.93
C -2.05 2.02 4.21
H 0.61 4.28 -0.69
H 0.66 6.69 -1.14
H -0.34 8.28 0.47
H -1.38 7.44 2.54
H -1.43 5.03 3.02
H 2.34 2.50 0.23
H 4.73 2.40 0.83
H 5.40 2.20 3.20
H 3.68 2.08 4.97
H 1.29 2.11 4.38
H -3.25 2.97 1.18
H -5.37 2.93 2.45
H -5.36 2.33 4.85
H -3.24 1.75 5.98
H -1.13 1.73 4.70
```



Calculated M (g/mol), listed in the same order as above: 587.7 426.6 717.6
Calculated HOMO (eV), listed in the same order as above: -8.0030 -9.1135 -7.7849
Calculated relative energy (zero: lowest compared OMol25 entry of this formula, charge and spin) (eV), listed in the same order as above: 0.738 0.000 0.000